1.
{
  "formula": "C32H86N10O11",
  "method": "the ωB97M-V functional and the def2-TZVPD basis",
  "elements": ["C", "O", "C", "C", "C", "N", "H", "H", "H", "H", "H", "H", "H", "H", "H", "H", "H", "C", "O", "C", "C", "C", "N", "H", "H", "H", "H", "H", "H", "H", "H", "H", "H", "H", "C", "O", "C", "C", "C", "N", "H", "H", "H", "H", "H", "H", "H", "H", "H", "H", "H", "C", "O", "C", "C", "N", "C", "C", "O", "C", "H", "H", "H", "H", "H", "H", "H", "H", "H", "H", "H", "H", "H", "H", "H", "C", "O", "C", "C", "N", "C", "C", "O", "C", "H", "H", "H", "H", "H", "H", "H", "H", "H", "H", "H", "H", "H", "H", "H", "C", "O", "C", "C", "N", "C", "C", "O", "C", "H", "H", "H", "H", "H", "H", "H", "H", "H", "H", "H", "H", "H", "H", "H", "N", "C", "N", "O", "H", "H", "H", "H", "N", "C", "N", "O", "H", "H", "H", "H"],
  "xyz": [[9.09, -15.27, -14.13], [9.19, -15.65, -15.48], [8.16, -16.45, -15.99], [8.60, -16.94, -17.36], [7.50, -17.72, -18.07], [9.76, -17.81, -17.15], [8.07, -14.96, -13.85], [9.74, -14.42, -13.99], [9.35, -16.07, -13.44], [7.99, -17.32, -15.35], [7.21, -15.91, -16.10], [8.93, -16.11, -17.99], [7.20, -18.61, -17.52], [7.83, -18.00, -19.07], [6.54, -17.19, -18.19], [10.16, -18.08, -18.06], [9.46, -18.73, -16.79], [4.30, -20.86, -18.31], [5.61, -21.33, -18.49], [6.15, -21.14, -19.79], [5.43, -21.95, -20.90], [5.31, -23.42, -20.53], [6.08, -21.73, -22.19], [3.54, -21.24, -18.99], [4.33, -19.76, -18.39], [3.98, -20.98, -17.27], [6.07, -20.07, -20.05], [7.21, -21.37, -19.71], [4.46, -21.47, -21.08], [6.26, -23.94, -20.42], [4.72, -23.95, -21.27], [4.78, -23.46, -19.58], [6.29, -20.75, -22.35], [6.96, -22.22, -22.31], [10.48, -20.17, -19.59], [10.52, -18.77, -19.80], [10.35, -18.37, -21.13], [10.16, -16.85, -21.11], [9.71, -16.16, -22.39], [11.45, -16.23, -20.69], [11.18, -20.74, -20.22], [9.47, -20.56, -19.76], [10.72, -20.34, -18.54], [11.17, -18.66, -21.80], [9.43, -18.83, -21.54], [9.52, -16.54, -20.29], [8.67, -16.46, -22.56], [10.33, -16.39, -23.26], [9.76, -15.08, -22.31], [12.19, -16.40, -21.38], [11.82, -16.78, -19.91], [5.27, -18.24, -14.06], [5.37, -18.60, -12.69], [6.65, -18.21, -12.19], [6.91, -18.84, -10.83], [7.51, -20.19, -10.94], [7.61, -20.76, -9.60], [8.25, -22.14, -9.62], [9.53, -22.11, -10.21], [10.33, -23.21, -9.78], [4.36, -18.69, -14.46], [6.03, -18.70, -14.69], [5.24, -17.15, -14.14], [6.62, -17.12, -12.11], [7.47, -18.49, -12.87], [5.98, -18.87, -10.26], [7.62, -18.18, -10.32], [8.43, -19.95, -11.29], [6.62, -20.87, -9.16], [8.23, -20.10, -8.98], [7.56, -22.85, -10.11], [8.29, -22.41, -8.56], [11.22, -23.09, -10.39], [9.91, -24.20, -9.92], [10.59, -23.11, -8.72], [6.84, -8.93, -17.48], [7.98, -9.74, -17.45], [9.20, -9.09, -17.10], [10.19, -10.19, -16.76], [9.92, -10.70, -15.44], [10.65, -11.91, -15.13], [11.99, -11.66, -14.44], [11.82, -11.16, -13.15], [13.04, -10.74, -12.58], [7.01, -8.05, -18.11], [6.57, -8.57, -16.47], [5.99, -9.50, -17.83], [9.07, -8.44, -16.23], [9.52, -8.53, -17.99], [11.22, -9.89, -16.96], [10.05, -10.96, -17.55], [8.93, -10.83, -15.32], [10.76, -12.63, -15.95], [10.12, -12.41, -14.30], [12.67, -11.09, -15.09], [12.43, -12.67, -14.39], [13.75, -11.57, -12.54], [12.88, -10.39, -11.56], [13.49, -9.90, -13.11], [7.51, -12.93, -18.42], [8.52, -12.43, -19.24], [9.68, -13.24, -19.19], [10.79, -12.61, -20.01], [12.07, -13.27, -19.90], [12.75, -13.17, -18.60], [13.69, -14.37, -18.54], [14.44, -14.31, -17.33], [15.49, -15.23, -17.29], [6.58, -12.39, -18.60], [7.78, -12.84, -17.36], [7.28, -14.00, -18.52], [9.50, -14.28, -19.51], [9.96, -13.38, -18.14], [10.84, -11.58, -19.63], [10.52, -12.47, -21.06], [11.94, -14.26, -20.11], [12.02, -13.30, -17.79], [13.36, -12.29, -18.39], [14.36, -14.37, -19.41], [13.15, -15.32, -18.51], [16.30, -14.85, -17.93], [15.29, -16.27, -17.56], [15.86, -15.34, -16.27], [12.54, -15.99, -16.13], [12.66, -16.67, -14.96], [11.68, -17.59, -14.75], [13.58, -16.50, -14.15], [11.75, -16.18, -16.72], [13.26, -15.30, -16.29], [10.93, -17.64, -15.43], [11.68, -18.21, -13.98], [6.95, -21.19, -15.81], [8.19, -20.77, -15.40], [8.31, -20.60, -14.06], [9.07, -20.39, -16.18], [6.26, -21.35, -15.10], [6.72, -21.20, -16.79], [7.62, -20.87, -13.38], [9.19, -20.25, -13.71]],
  "homo_ev": -8.3,
  "homo_lumo_gap_ev": 8.66,
  "total_charge": 0
}



2.
{
  "formula": "C32H88F2N9O12PbS2",
  "method": "the ωB97M-V functional and the def2-TZVPD basis",
  "elements": ["Pb", "N", "S", "O", "O", "F", "S", "O", "O", "F", "C", "C", "C", "O", "C", "N", "H", "H", "H", "H", "H", "H", "H", "H", "H", "H", "H", "C", "C", "C", "O", "C", "N", "H", "H", "H", "H", "H", "H", "H", "H", "H", "H", "H", "C", "C", "C", "O", "C", "N", "H", "H", "H", "H", "H", "H", "H", "H", "H", "H", "H", "C", "C", "C", "O", "C", "N", "H", "H", "H", "H", "H", "H", "H", "H", "H", "H", "H", "C", "C", "C", "O", "C", "N", "H", "H", "H", "H", "H", "H", "H", "H", "H", "H", "H", "C", "C", "C", "O", "C", "N", "H", "H", "H", "H", "H", "H", "H", "H", "H", "H", "H", "C", "C", "C", "O", "C", "N", "H", "H", "H", "H", "H", "H", "H", "H", "H", "H", "H", "C", "C", "C", "O", "C", "N", "H", "H", "H", "H", "H", "H", "H", "H", "H", "H", "H"],
  "xyz": [[1.77, 1.29, -6.19], [0.90, 0.18, -2.05], [0.77, -1.07, -1.11], [-0.61, -1.48, -0.68], [1.76, -1.24, -0.06], [1.04, -2.36, -2.01], [0.49, 1.26, -0.76], [1.62, 1.71, 0.02], [-0.87, 1.24, -0.17], [0.34, 2.48, -1.75], [8.07, -9.52, 3.96], [8.01, -8.17, 3.21], [6.81, -7.23, 3.60], [5.57, -7.80, 3.40], [5.12, -7.83, 2.07], [9.27, -7.45, 3.57], [7.21, -10.16, 3.75], [8.04, -9.35, 5.04], [8.96, -10.12, 3.78], [7.94, -8.36, 2.14], [7.00, -6.29, 3.09], [6.92, -6.89, 4.63], [4.13, -8.28, 2.06], [5.73, -8.51, 1.47], [5.01, -6.81, 1.70], [10.10, -7.97, 3.34], [9.28, -6.60, 3.02], [-6.39, -1.93, 8.81], [-6.91, -2.09, 7.33], [-5.81, -1.80, 6.29], [-4.71, -2.70, 6.30], [-3.71, -2.43, 5.27], [-7.34, -3.46, 7.15], [-5.66, -2.70, 9.06], [-7.27, -2.00, 9.45], [-5.81, -1.01, 8.96], [-7.64, -1.33, 7.06], [-5.52, -0.77, 6.50], [-6.32, -1.72, 5.33], [-4.22, -2.18, 4.35], [-3.18, -3.36, 5.11], [-3.02, -1.67, 5.62], [-7.70, -3.54, 6.21], [-6.56, -4.11, 7.10], [-4.70, 0.45, -6.11], [-3.19, 0.15, -6.06], [-2.85, -1.20, -6.79], [-1.47, -1.58, -6.72], [-1.28, -2.92, -7.22], [-2.50, 1.22, -6.78], [-5.27, -0.27, -5.53], [-5.07, 0.49, -7.14], [-4.90, 1.32, -5.48], [-2.87, 0.18, -5.02], [-3.02, -1.14, -7.87], [-3.50, -1.92, -6.30], [-1.54, -2.81, -8.27], [-1.86, -3.69, -6.69], [-0.24, -3.23, -7.19], [-2.82, 1.11, -7.74], [-3.01, 2.03, -6.45], [4.92, -7.30, -7.72], [4.61, -7.65, -6.23], [5.22, -8.99, -5.76], [4.84, -9.34, -4.43], [3.51, -9.56, -4.11], [5.05, -6.58, -5.33], [5.98, -7.05, -7.73], [4.39, -6.38, -7.98], [4.76, -8.17, -8.35], [3.52, -7.68, -6.18], [6.29, -9.05, -5.96], [4.75, -9.69, -6.46], [2.78, -8.78, -4.30], [3.54, -9.70, -3.03], [3.29, -10.50, -4.63], [4.88, -6.94, -4.41], [6.05, -6.44, -5.30], [0.53, 3.02, 6.21], [2.04, 2.70, 6.11], [2.25, 1.19, 5.79], [3.69, 1.01, 6.07], [3.99, -0.35, 6.04], [2.63, 3.53, 5.05], [0.41, 4.09, 6.35], [0.21, 2.44, 7.08], [-0.01, 2.62, 5.36], [2.39, 2.99, 7.10], [2.07, 0.85, 4.77], [1.62, 0.63, 6.48], [3.77, -0.72, 7.04], [5.06, -0.36, 5.87], [3.45, -0.84, 5.23], [2.28, 3.26, 4.14], [3.63, 3.46, 5.08], [0.77, 9.36, 0.35], [-0.47, 10.20, 0.62], [-1.42, 9.38, 1.63], [-2.11, 8.28, 0.97], [-3.29, 7.86, 1.63], [0.02, 11.44, 1.16], [1.12, 8.86, 1.25], [1.64, 9.87, -0.07], [0.54, 8.56, -0.36], [-1.03, 10.32, -0.31], [-2.14, 10.06, 2.09], [-0.89, 8.89, 2.45], [-4.07, 8.62, 1.66], [-3.09, 7.56, 2.66], [-3.62, 6.99, 1.07], [0.63, 11.90, 0.50], [-0.76, 12.06, 1.29], [4.87, 6.93, -4.84], [4.68, 5.44, -5.06], [5.23, 4.72, -3.87], [5.08, 3.33, -4.14], [5.76, 2.66, -3.08], [3.22, 5.20, -5.11], [4.39, 7.51, -5.63], [5.90, 7.31, -4.90], [4.48, 7.23, -3.87], [5.11, 5.19, -6.03], [4.71, 4.94, -2.93], [6.28, 4.98, -3.79], [6.82, 2.89, -3.03], [5.65, 1.59, -3.29], [5.47, 2.90, -2.06], [2.93, 5.82, -5.86], [2.81, 5.66, -4.30], [-11.41, 3.06, -0.15], [-10.66, 3.30, 1.20], [-9.12, 3.32, 0.89], [-8.86, 2.07, 0.29], [-7.52, 1.62, 0.23], [-11.00, 4.64, 1.63], [-12.48, 3.19, 0.05], [-11.25, 2.06, -0.55], [-11.18, 3.83, -0.89], [-10.92, 2.51, 1.89], [-8.52, 3.57, 1.76], [-8.96, 4.10, 0.14], [-7.43, 0.68, -0.31], [-6.89, 1.51, 1.11], [-6.94, 2.35, -0.35], [-11.96, 4.66, 1.94], [-10.99, 5.24, 0.81]],
  "homo_ev": -9.7,
  "homo_lumo_gap_ev": 1.09,
  "total_charge": 1
}



3.
{
  "formula": "C32H88N8O8",
  "method": "the ωB97M-V functional and the def2-TZVPD basis",
  "elements": ["C", "O", "C", "C", "C", "N", "H", "H", "H", "H", "H", "H", "H", "H", "H", "H", "H", "C", "O", "C", "C", "C", "N", "H", "H", "H", "H", "H", "H", "H", "H", "H", "H", "H", "C", "O", "C", "C", "C", "N", "H", "H", "H", "H", "H", "H", "H", "H", "H", "H", "H", "C", "O", "C", "C", "C", "N", "H", "H", "H", "H", "H", "H", "H", "H", "H", "H", "H", "C", "O", "C", "C", "C", "N", "H", "H", "H", "H", "H", "H", "H", "H", "H", "H", "H", "C", "O", "C", "C", "C", "N", "H", "H", "H", "H", "H", "H", "H", "H", "H", "H", "H", "C", "O", "C", "C", "C", "N", "H", "H", "H", "H", "H", "H", "H", "H", "H", "H", "H", "C", "O", "C", "C", "C", "N", "H", "H", "H", "H", "H", "H", "H", "H", "H", "H", "H"],
  "xyz": [[22.05, -15.23, -24.75], [23.31, -14.68, -24.65], [23.85, -14.34, -25.93], [25.25, -13.87, -25.68], [25.94, -13.24, -26.87], [26.08, -14.99, -25.18], [21.57, -15.28, -23.77], [22.10, -16.25, -25.17], [21.39, -14.62, -25.39], [23.82, -15.23, -26.57], [23.22, -13.56, -26.37], [25.19, -13.11, -24.89], [27.00, -13.08, -26.65], [25.56, -12.24, -27.08], [25.97, -13.84, -27.78], [25.60, -15.40, -24.39], [26.95, -14.55, -24.89], [27.31, -8.86, -22.85], [25.98, -8.49, -22.55], [25.11, -8.40, -23.65], [24.70, -9.72, -24.29], [23.85, -9.54, -25.51], [24.03, -10.64, -23.33], [27.38, -9.83, -23.34], [27.94, -8.95, -21.96], [27.77, -8.08, -23.46], [24.22, -7.89, -23.28], [25.56, -7.75, -24.42], [25.58, -10.29, -24.60], [24.34, -8.79, -26.14], [22.83, -9.24, -25.28], [23.82, -10.47, -26.07], [23.13, -10.22, -23.04], [24.53, -10.51, -22.44], [19.28, -5.22, -20.99], [20.10, -6.00, -21.80], [20.33, -7.31, -21.32], [20.98, -8.13, -22.41], [20.00, -8.59, -23.48], [21.68, -9.32, -21.86], [19.07, -4.31, -21.55], [19.74, -4.97, -20.02], [18.35, -5.75, -20.72], [20.96, -7.27, -20.42], [19.38, -7.78, -21.01], [21.78, -7.53, -22.86], [19.46, -9.45, -23.07], [20.55, -9.01, -24.33], [19.33, -7.81, -23.80], [21.02, -9.81, -21.25], [22.33, -9.00, -21.12], [28.10, -12.58, -23.14], [28.32, -13.78, -23.87], [29.70, -13.97, -24.17], [29.93, -15.38, -24.67], [31.44, -15.59, -24.85], [29.31, -15.48, -26.05], [28.23, -12.79, -22.08], [27.07, -12.24, -23.30], [28.78, -11.79, -23.47], [30.03, -13.32, -24.99], [30.28, -13.79, -23.26], [29.47, -16.12, -24.01], [31.71, -16.64, -24.69], [32.00, -15.05, -24.08], [31.76, -15.27, -25.84], [28.43, -14.97, -25.99], [28.98, -16.43, -26.20], [23.18, -13.54, -17.23], [22.83, -13.00, -18.47], [23.52, -13.59, -19.54], [23.27, -12.83, -20.80], [21.84, -12.90, -21.30], [24.22, -13.24, -21.85], [24.27, -13.49, -17.08], [22.84, -14.57, -17.06], [22.73, -12.90, -16.47], [24.61, -13.57, -19.35], [23.33, -14.67, -19.62], [23.54, -11.78, -20.61], [21.67, -12.22, -22.13], [21.12, -12.71, -20.50], [21.70, -13.94, -21.64], [24.38, -12.45, -22.48], [23.82, -14.00, -22.39], [28.75, -7.99, -19.27], [27.46, -7.90, -18.75], [26.49, -8.10, -19.76], [25.13, -8.29, -19.15], [25.05, -9.45, -18.17], [24.09, -8.48, -20.19], [28.87, -7.35, -20.16], [28.99, -9.03, -19.55], [29.48, -7.65, -18.54], [26.48, -7.20, -20.40], [26.75, -8.95, -20.41], [24.88, -7.38, -18.59], [24.93, -10.41, -18.67], [24.25, -9.31, -17.45], [25.95, -9.54, -17.54], [24.52, -9.04, -20.93], [24.04, -7.57, -20.66], [23.32, -5.18, -22.47], [24.43, -4.49, -21.96], [25.62, -5.24, -22.06], [26.73, -4.68, -21.21], [26.24, -4.17, -19.87], [27.49, -3.59, -21.87], [22.41, -4.71, -22.13], [23.33, -6.22, -22.10], [23.38, -5.24, -23.57], [25.44, -6.30, -21.78], [25.90, -5.26, -23.13], [27.45, -5.49, -21.06], [25.77, -4.97, -19.28], [25.51, -3.37, -19.99], [27.06, -3.77, -19.28], [26.84, -2.82, -21.99], [27.69, -3.90, -22.82], [26.68, -7.99, -28.17], [26.73, -9.20, -27.45], [27.96, -9.51, -26.84], [29.00, -9.97, -27.83], [28.54, -11.18, -28.61], [30.23, -10.32, -27.09], [26.70, -7.11, -27.51], [25.73, -7.96, -28.71], [27.47, -7.95, -28.92], [28.29, -8.66, -26.23], [27.75, -10.35, -26.18], [29.26, -9.18, -28.55], [28.38, -12.04, -27.96], [29.22, -11.40, -29.44], [27.62, -10.95, -29.16], [30.89, -10.80, -27.69], [30.72, -9.49, -26.77]],
  "homo_ev": -8.5,
  "homo_lumo_gap_ev": 8.96,
  "total_charge": 0
}



> Number 1 is which compound?

C32H86N10O11